No. 1
{
  "formula": "C15H23GeO2STl",
  "method": "ωB97M-V/def2-TZVPD",
  "e_tot_ev": -92067.0559,
  "gap_ev": 7.16,
  "lumo_energy_ha": -0.00841,
  "species": ["Tl", "O", "C", "O", "C", "C", "C", "C", "C", "C", "S", "H", "H", "H", "H", "C", "C", "C", "C", "Ge", "C", "C", "C", "C", "H", "H", "H", "H", "H", "H", "H", "H", "H", "H", "H", "H", "H", "H", "H", "H", "H", "H", "H"],
  "xyz": [[-2.36421, 1.22752, 2.09889], [-2.31912, -2.18608, -0.55193], [-2.70325, -1.02661, -0.36805], [-1.79314, 0.02544, -0.08299], [-4.12678, -0.67763, -0.30305], [-5.01985, -1.81979, -0.19190], [-6.36114, -1.61103, 0.04841], [-6.91602, -0.34538, 0.16244], [-6.07697, 0.83200, 0.06432], [-4.70756, 0.64490, -0.16958], [-3.87358, 2.17584, -0.04887], [-4.62027, -2.81398, -0.40179], [-7.06829, -2.51633, 0.00725], [-7.93164, -0.20446, 0.45429], [-6.48407, 1.84969, 0.00543], [4.57435, 2.41715, 0.13391], [3.12259, 2.63704, -0.36687], [2.12788, 1.94292, 0.57489], [0.63578, 1.79375, 0.25485], [-0.12730, 0.32873, -0.87811], [0.80464, -1.38463, -0.66391], [2.31585, -1.43170, -0.69187], [2.93106, -2.36857, 0.28937], [4.40158, -2.12484, 0.56567], [5.29098, 2.22449, -0.66062], [4.61369, 1.59274, 0.83484], [5.05985, 3.26305, 0.65349], [3.02009, 2.25769, -1.44717], [2.90204, 3.72952, -0.33004], [2.26520, 2.53392, 1.49204], [2.50708, 0.98033, 0.86917], [0.22329, 2.74931, -0.20825], [0.13609, 1.84407, 1.21444], [-0.26303, 1.09234, -2.18992], [0.32048, -2.12441, -1.39712], [0.47693, -1.76371, 0.30445], [2.70446, -0.41200, -0.46991], [2.81796, -1.54006, -1.63392], [2.80232, -3.38818, -0.08710], [2.43493, -2.27708, 1.26255], [4.91433, -2.04561, -0.40691], [4.81111, -2.93050, 1.21285], [4.54165, -1.14985, 1.04638]],
  "forces_ev_per_angstrom": [[-0.5963, 0.2956, -0.3329], [-0.2799, 2.5438, 0.1360], [1.8189, -1.1532, -0.1014], [-0.6256, -1.3046, -0.8729], [-2.1225, -0.0999, 0.9255], [0.9208, 1.5841, -0.7172], [-1.2977, -2.0005, -0.5520], [2.0480, 2.4795, 0.2926], [-1.6339, -2.9967, -0.8229], [0.7062, -0.3432, 0.6181], [1.1123, 0.4459, 0.1206], [-0.0940, 0.3657, 0.3360], [1.1874, 1.4561, 0.3730], [-0.7137, -0.0757, -0.2047], [0.1653, -0.6332, 0.4788], [0.3310, 0.5119, 0.0174], [-0.0666, -0.0605, -1.2152], [0.4437, 0.4295, 0.5832], [-0.7751, 1.6671, -0.6884], [0.6210, 0.1554, 1.0924], [-1.2140, -1.4806, -1.5701], [0.8684, 2.4613, 0.2387], [0.0800, -0.7809, 0.9126], [0.2594, 0.0676, -0.4343], [-0.1902, -0.2985, -0.2823], [0.0600, -0.3431, 0.0651], [-0.7458, -0.0492, -0.0486], [0.1084, 0.6413, 1.4544], [0.0219, -0.7535, -0.4722], [-0.4945, -0.1010, 0.0872], [0.2989, -0.5354, -0.0285], [0.6187, -1.0069, 0.1996], [-0.2075, -0.4797, 0.4035], [-0.3403, -0.5087, -0.4112], [0.7001, 0.9847, 0.9598], [-0.2010, 0.1887, 0.1079], [-0.2312, -0.4032, 0.2993], [-0.3673, -0.6265, -1.0322], [-0.1217, -0.0875, 0.2802], [-0.3214, -0.2339, -0.1760], [0.2789, -0.3442, 0.4338], [-0.0173, 0.6069, -0.5756], [0.0080, -0.1849, 0.1230]],
  "nbo_charge": [0.7539, -0.5926, 0.7998, -0.9357, -0.2723, -0.1194, -0.2709, -0.1592, -0.2430, -0.1177, -0.4341, 0.2399, 0.2172, 0.2122, 0.2369, -0.6195, -0.3997, -0.4019, -0.8506, 1.6014, -0.8554, -0.4181, -0.3876, -0.5977, 0.2159, 0.2013, 0.2117, 0.1968, 0.2084, 0.2001, 0.1936, 0.2332, 0.2093, -0.1580, 0.2567, 0.2442, 0.1869, 0.2103, 0.1998, 0.1901, 0.1996, 0.2158, 0.1981]
}

No. 2
{
  "formula": "C15H23N3O2",
  "method": "ωB97M-V/def2-TZVPD",
  "e_tot_ev": -24477.7872,
  "gap_ev": 8.48,
  "lumo_energy_ha": 0.01824,
  "e_above_lowest_kj_mol": 1580.8,
  "species": ["C", "H", "O", "C", "C", "C", "C", "C", "C", "N", "C", "O", "N", "H", "C", "H", "H", "C", "N", "C", "C", "C", "C", "C", "H", "H", "H", "H", "H", "H", "H", "H", "H", "H", "H", "H", "H", "H", "H", "H", "H", "H", "H"],
  "xyz": [[0.02561, -1.56559, -2.57766], [0.91218, -1.49713, -3.29352], [-0.45127, -0.33979, -2.40049], [-1.47936, -0.09480, -1.71388], [-2.10619, -1.10617, -1.28022], [-3.39409, -0.74941, -0.45374], [-3.82032, 0.64898, -0.30300], [-3.09171, 1.39653, -1.02003], [-1.85900, 1.12250, -1.56893], [-1.12111, 2.29177, -2.14346], [0.09231, 2.39514, -1.75682], [0.81092, 3.21190, -2.48030], [0.90641, 1.89940, -0.98286], [0.16471, 1.08981, -0.33744], [2.21269, 1.83071, -0.58941], [2.34750, 2.73236, 0.40710], [2.79026, 2.39084, -1.42753], [2.65348, 0.59774, 0.00756], [1.49897, -0.16933, 0.71909], [1.45605, 0.55803, 2.22355], [0.32303, -0.08021, 2.79255], [0.29013, -1.51699, 3.17742], [0.45665, -2.17126, 1.66327], [1.74309, -1.46603, 1.11240], [1.90446, -2.23481, -0.15833], [2.61929, -1.76281, 1.49402], [0.79536, -3.10034, 1.59856], [-0.44301, -2.03048, 0.96241], [-0.54393, -1.83460, 3.52882], [1.15157, -1.70024, 3.63139], [0.10404, 0.37053, 3.79345], [-0.53963, 0.17983, 2.16199], [1.37560, 1.59931, 1.99494], [2.51455, 0.36206, 2.68997], [3.67050, 0.63468, 0.43867], [2.54167, -0.19875, -0.88000], [-1.58104, 2.85104, -2.75967], [-3.56166, 2.69672, -0.73787], [-4.88772, 0.70113, 0.05983], [-4.12426, -1.67495, 0.09441], [-2.00435, -1.96632, -1.15041], [-0.71994, -2.09000, -2.91874], [0.36757, -2.21100, -1.61710]],
  "forces_ev_per_angstrom": [[6.0228, -1.5055, 1.9721], [-1.3046, -0.2542, 1.0069], [5.0848, 3.4676, -2.4027], [2.6784, -1.4312, -1.7041], [-12.2729, 8.5626, 6.1966], [0.2893, -1.7297, 0.1204], [-4.3657, -9.4644, 2.0207], [1.3459, 9.9986, -0.2871], [-2.6097, 8.8173, -0.5861], [-3.7095, -6.7784, 4.1925], [6.3262, 8.6017, -8.5426], [-1.5080, 1.0903, -0.7155], [-5.4665, -10.1317, 9.2993], [3.4687, 2.3681, -1.4423], [1.7880, 7.3641, 1.5776], [-0.2375, -2.0407, -2.5716], [-0.3378, -1.5656, 1.4006], [-1.7096, -6.2191, -2.7704], [2.3540, 5.3731, 3.3989], [3.6633, -1.7380, -3.3580], [-4.0129, 1.6177, 4.1580], [2.6117, 1.0275, -8.8691], [0.0264, 4.6078, 0.9115], [-4.0942, -3.5822, -6.8039], [-0.2135, 2.0237, 2.9995], [3.3128, -0.6938, 2.1780], [0.5580, -4.5850, 0.4157], [1.3460, 0.1018, 1.2463], [-5.1865, -1.7647, 2.9956], [3.3481, -1.4367, 2.6427], [-0.0034, 0.6213, -0.6013], [0.0281, -0.1324, 0.1778], [-0.3417, 0.6356, 0.2192], [-1.9521, 0.2428, -0.5619], [-0.7218, -0.1830, 0.0840], [1.6247, 1.4595, 1.0765], [-0.6461, 2.0167, -1.9444], [2.0849, -3.6016, -1.7444], [1.6232, 0.8905, -0.1217], [2.5855, 2.8165, -1.8531], [2.7484, -13.1747, 0.8047], [-3.7611, -3.6327, -2.6530], [-0.4644, 1.9402, -1.5622]],
  "nbo_charge": [-0.2299, 0.2085, -0.4718, 0.2989, -0.2832, -0.1316, -0.3259, -0.1027, 0.0092, -0.5573, 0.7473, -0.7928, -0.5457, 0.3547, -0.1950, 0.1127, 0.2905, -0.2630, -0.4814, -0.2170, -0.4429, -0.3640, -0.4051, -0.1074, 0.0732, 0.1697, 0.1951, 0.2079, 0.2035, 0.1928, 0.2095, 0.2170, 0.2217, 0.1824, 0.2204, 0.2045, 0.4304, 0.1919, 0.2413, 0.2155, 0.1907, 0.1603, 0.1670]
}

No. 3
{
  "formula": "C15H23N5O4",
  "method": "ωB97M-V/def2-TZVPD",
  "e_tot_ev": -31567.0051,
  "gap_ev": 8.94,
  "lumo_energy_ha": 0.01804,
  "e_above_lowest_kj_mol": 352.5,
  "species": ["C", "C", "C", "C", "C", "C", "C", "C", "C", "C", "C", "C", "C", "C", "C", "H", "H", "H", "H", "H", "H", "H", "H", "H", "H", "H", "H", "H", "H", "H", "H", "H", "H", "H", "H", "H", "H", "H", "N", "N", "N", "N", "N", "O", "O", "O", "O"],
  "xyz": [[-1.14210, 0.73034, -0.67389], [-0.47805, -0.62232, -0.77446], [-2.41925, 0.85864, -1.55588], [-3.64619, 0.41809, -0.81381], [-4.35227, 1.33265, -0.02453], [-3.97690, -0.94047, -0.66178], [-5.40147, 0.95196, 0.78195], [-4.96951, -1.42676, 0.19203], [-5.62248, -0.40643, 0.96088], [1.57067, -1.91642, -0.42102], [1.66181, -2.36155, 1.00067], [2.99948, -1.92434, -0.90485], [4.14202, -1.07999, -0.21741], [4.43888, 0.48085, -0.45566], [3.03886, 1.94970, 1.09072], [-0.62466, 2.71238, -0.75493], [0.32443, 1.71877, -1.68794], [-1.42683, 0.80270, 0.36836], [-2.08382, 0.49811, -2.58145], [-2.54387, 2.03030, -1.68403], [-4.18306, 2.39544, -0.20966], [-3.21562, -1.61834, -1.15963], [-6.04786, 1.52480, 1.43767], [-5.28238, -2.42913, 0.24299], [-7.24906, -0.15516, 2.07542], [1.45811, 0.15946, -0.50247], [0.95911, -2.76098, -0.81004], [2.91336, -1.59178, -1.99123], [3.25104, -3.02468, -0.99288], [5.13378, -1.64807, -0.29493], [3.95401, -1.14408, 0.87445], [4.58830, 0.65004, -1.56076], [5.35752, 0.78557, 0.09879], [2.39026, 1.33229, -0.74213], [4.42499, 1.02033, 2.17705], [2.22134, 3.40284, 2.11441], [1.87643, 3.49378, 0.21884], [2.20166, -3.66005, 1.92122], [-0.11668, 1.77267, -0.71608], [0.91100, -0.62264, -0.46353], [3.24226, 1.37582, -0.16087], [3.71934, 1.78628, 2.14963], [2.06353, 2.96826, 1.13286], [-1.04947, -1.68849, -0.94134], [-6.56306, -0.82746, 1.93600], [1.28268, -1.82120, 1.98370], [2.26973, -3.48169, 0.99957]],
  "forces_ev_per_angstrom": [[-0.0940, 0.0314, 0.6337], [2.1430, -0.7701, 1.0527], [1.4657, 2.9448, -0.7792], [-0.6009, -1.0013, 0.8765], [-0.2042, 1.0745, -1.4957], [1.6441, -1.0547, -0.6637], [0.0150, -1.6043, 0.8971], [-0.0368, 3.5866, 0.3984], [-0.9912, -1.7833, 0.0676], [-0.4814, 0.8663, 1.4377], [-1.1080, 2.4935, -1.6236], [1.0003, 0.1838, -3.5424], [0.8219, -0.3568, 1.6668], [-2.2730, -0.7184, -1.6313], [0.1910, 1.0220, -0.6008], [0.9775, -1.6124, 0.3133], [-0.6925, 0.2954, 1.3512], [-0.5760, -0.4148, 0.3975], [-1.3201, -0.0767, 1.1148], [0.2487, -2.1588, 0.0519], [0.1302, -0.1418, 0.3019], [-1.5829, 0.4914, 0.4653], [0.4617, 0.8641, -0.3544], [-0.0455, -1.0807, 0.2547], [0.4680, -0.1376, -0.1480], [0.9484, 1.8824, 0.3716], [0.3375, 1.0700, -0.7500], [0.3508, -0.3174, 0.9844], [0.2760, 1.4888, 0.2764], [-1.3205, 0.7969, -0.3489], [0.0146, 0.0381, -0.2861], [0.2647, -0.2254, 1.0894], [-1.0409, -0.0731, -0.3088], [1.4489, 0.3678, 0.2514], [-1.0505, 0.7158, -0.4204], [-0.7574, -0.2694, -2.7709], [0.5631, -0.8062, 2.4916], [0.5000, -1.3829, 1.7525], [-0.1955, 1.6929, -3.1288], [-3.4616, -3.3616, -1.4423], [0.5982, -0.6353, 0.0992], [1.0397, -0.9052, 0.7194], [0.6196, 0.2349, 0.5395], [-0.0151, 0.8393, -0.2068], [0.5999, 0.1806, -1.0855], [-0.6910, 0.8737, 1.5305], [1.4108, -3.1468, 0.2007]],
  "nbo_charge": [-0.1446, 0.6957, -0.4178, -0.0895, -0.1740, -0.1690, -0.3024, -0.2645, 0.3214, -0.1780, 0.7718, -0.4161, -0.4363, -0.2099, 0.5831, 0.3724, 0.3340, 0.2324, 0.2321, 0.2006, 0.2037, 0.2519, 0.2136, 0.2305, 0.4753, 0.3926, 0.2699, 0.2055, 0.2509, 0.2246, 0.2054, 0.1999, 0.2296, 0.3789, 0.3436, 0.4247, 0.3927, 0.4959, -0.8208, -0.6179, -0.6670, -0.7962, -0.8589, -0.6232, -0.6959, -0.5865, -0.6643]
}

No. 4
{
  "formula": "C15H23O4RuS4Se",
  "method": "ωB97M-V/def2-TZVPD",
  "e_tot_ev": -135387.9047,
  "gap_ev": [7.48, 6.30],
  "multiplicity": 2,
  "lumo_energy_ha": [-0.01139, -0.04976],
  "e_above_lowest_kj_mol": 77.6,
  "species": ["Ru", "C", "C", "S", "C", "C", "S", "C", "C", "S", "H", "H", "H", "H", "H", "H", "H", "H", "H", "H", "H", "H", "O", "S", "O", "O", "O", "C", "C", "C", "C", "C", "C", "Se", "C", "C", "C", "H", "H", "H", "H", "H", "H", "H", "H", "H", "H", "H"],
  "xyz": [[-0.87685, 0.14992, -0.05634], [1.38008, -1.81901, -1.47273], [1.65269, -0.54457, -2.23970], [0.19678, 0.55092, -2.13787], [1.03278, 2.12503, -1.76953], [1.82513, 2.13718, -0.46678], [0.70417, 1.64371, 0.86987], [1.66965, 0.44535, 1.82928], [2.19091, -0.74455, 1.03861], [0.78851, -1.57205, 0.21412], [2.24463, -2.48473, -1.46781], [0.55740, -2.36539, -1.93947], [1.84189, -0.77351, -3.28886], [2.52954, -0.02227, -1.86070], [0.21364, 2.84235, -1.71041], [1.65032, 2.40621, -2.62415], [2.18544, 3.14785, -0.27385], [2.69578, 1.48463, -0.49271], [0.93691, 0.12024, 2.57218], [2.47205, 0.96203, 2.35818], [2.65907, -1.44486, 1.73052], [2.94563, -0.46798, 0.30196], [-2.54279, -1.48003, 3.05807], [-2.60143, -0.73561, 1.83744], [-3.88146, -0.21763, 1.43814], [-1.53186, 0.41038, 1.84970], [-1.92524, -1.50556, 0.66936], [-2.47020, -0.37684, -7.17464], [-2.53695, -0.02265, -5.71304], [-2.79820, -0.98821, -4.74914], [-2.87479, -0.67985, -3.39425], [-3.14512, -1.78286, -2.40489], [-2.67320, 0.65237, -2.99336], [-2.91357, 1.02267, -1.11098], [-2.42174, 1.64017, -3.94688], [-2.24501, 3.09414, -3.59051], [-2.35117, 1.28485, -5.29018], [-2.64888, -1.44018, -7.33115], [-1.49311, -0.13473, -7.59759], [-3.21713, 0.17605, -7.74719], [-2.95424, -2.01678, -5.05843], [-3.31256, -2.72483, -2.92759], [-4.01468, -1.56623, -1.78340], [-2.31373, -1.90968, -1.70742], [-2.25741, 3.24968, -2.51256], [-3.05598, 3.69224, -4.01048], [-1.30864, 3.48378, -3.99949], [-2.15333, 2.05977, -6.02598]],
  "forces_ev_per_angstrom": [[0.5675, -0.0690, -0.2743], [0.0146, -0.0749, -0.1390], [0.0498, -0.0285, 0.0332], [0.0064, -0.2558, -0.2199], [0.0780, 0.0841, 0.0345], [-0.0545, 0.0471, -0.1610], [-0.1304, 0.2718, -0.1856], [0.0722, -0.0739, 0.0437], [0.0441, 0.0315, -0.0250], [0.0082, 0.2138, 0.6624], [0.0301, 0.0408, 0.0578], [0.0006, -0.0190, 0.0096], [-0.0639, 0.0319, -0.0134], [0.0007, -0.0286, 0.0415], [-0.0342, 0.0190, -0.0157], [0.0417, -0.0736, 0.0045], [-0.0356, -0.0031, 0.0571], [-0.0339, -0.0375, -0.0478], [-0.0001, -0.0146, -0.0025], [0.0155, 0.0404, -0.0769], [-0.0386, -0.0593, -0.0340], [-0.0279, 0.0646, 0.0086], [0.0105, -0.0933, -0.0740], [0.7643, 0.2598, -0.0835], [0.0370, -0.0847, 0.1481], [-0.7494, -0.1760, 0.3850], [-0.7906, -0.2123, -0.5115], [0.0046, -0.0080, -0.0128], [0.0211, 0.0146, -0.0203], [0.0325, 0.0021, 0.0419], [0.0943, 0.0006, -0.0432], [0.0659, 0.0074, -0.1097], [-0.2214, -0.1865, 0.0006], [0.3614, 0.2376, 0.3650], [-0.0852, 0.1439, 0.0403], [-0.0027, -0.0083, 0.0633], [0.0152, -0.0353, -0.0236], [-0.0011, 0.0023, 0.0078], [-0.0033, 0.0070, 0.0127], [0.0016, 0.0003, 0.0106], [-0.0078, 0.0108, 0.0025], [-0.0179, 0.0053, 0.0074], [-0.0113, 0.0216, 0.0316], [-0.0660, -0.0110, -0.0088], [0.0556, 0.0082, -0.0064], [0.0107, -0.0033, -0.0218], [-0.0207, -0.0009, 0.0233], [-0.0074, -0.0093, 0.0177]],
  "nbo_charge": [0.2150, -0.5550, -0.5554, 0.4733, -0.5500, -0.5665, 0.4989, -0.5556, -0.5581, 0.4890, 0.2407, 0.2542, 0.2450, 0.2122, 0.2554, 0.2379, 0.2469, 0.2165, 0.2809, 0.2391, 0.2490, 0.2127, -0.9496, 2.5528, -0.9609, -0.9460, -0.9307, -0.6266, -0.0068, -0.2236, -0.0534, -0.6451, -0.1385, 0.2237, -0.0550, -0.6464, -0.2257, 0.2140, 0.2150, 0.2204, 0.2036, 0.2088, 0.2460, 0.2334, 0.2260, 0.2287, 0.2086, 0.2013]
}